Molecular formula: C30H29BCo2O8
Method: DFT, ωB97M-V/def2-TZVPD

Calculated values
Frontier orbital gap: 1.458 eV
E_LUMO: -5.07 eV
ΔE to the lowest compared entry with this formula, charge and spin: 158.17 kJ/mol

Geometry as ORCA input:
```
! wB97M-V def2-TZVPD RIJCOSX def2/J DEFGRID3
* xyz 0 1
C -2.584 3.025 3.355
C -3.880 2.401 2.845
C -5.033 3.366 3.084
O -3.758 2.142 1.466
B -3.224 0.796 1.377
C -4.182 -0.071 0.315
C -4.296 -1.445 0.481
C -5.124 -2.196 -0.373
C -5.839 -1.558 -1.393
C -5.747 -0.169 -1.532
C -4.926 0.576 -0.662
C -1.631 0.855 0.817
C -1.293 1.940 -0.142
C -0.700 -0.002 1.240
O -3.287 0.112 2.649
C -4.103 0.919 3.466
C -3.663 0.771 4.915
C -5.564 0.485 3.336
H -2.696 3.328 4.403
H -1.741 2.327 3.266
H -2.360 3.923 2.767
H -5.157 3.535 4.162
H -4.803 4.328 2.612
H -5.969 2.985 2.666
H -3.738 -1.949 1.271
H -5.193 -3.276 -0.232
H -6.472 -2.138 -2.068
H -6.303 0.350 -2.314
H -4.870 1.660 -0.769
H -2.098 2.673 -0.237
H -0.379 2.456 0.184
H -1.082 1.532 -1.140
H 0.320 0.061 0.860
H -0.911 -0.790 1.968
H -4.248 1.442 5.555
H -3.842 -0.257 5.244
H -2.598 0.995 5.028
H -6.184 1.022 4.065
H -5.953 0.671 2.326
H -5.645 -0.588 3.549
O 6.435 -4.993 1.653
C 6.315 -4.163 0.855
Co 6.171 -3.026 -0.469
C 7.360 -3.657 -1.569
O 8.128 -4.065 -2.332
C 4.736 -3.422 -1.406
O 3.847 -3.684 -2.103
C 6.607 -1.067 -0.602
C 5.911 -0.449 -1.655
C 6.125 -0.206 -2.969
C 5.140 -0.307 -4.025
C 5.542 -0.687 -5.336
C 4.607 -0.820 -6.355
C 3.250 -0.560 -6.102
C 2.843 -0.164 -4.822
C 3.775 -0.042 -3.793
Co 5.007 -0.473 -0.110
C 4.873 -1.186 1.529
O 4.753 -1.582 2.610
C 3.355 -0.929 -0.608
O 2.240 -1.202 -0.769
C 4.866 1.267 0.227
O 4.763 2.386 0.490
H 7.619 -0.787 -0.281
H 7.168 -0.062 -3.297
H 6.604 -0.881 -5.505
H 4.929 -1.135 -7.350
H 2.514 -0.681 -6.898
H 1.793 0.049 -4.618
H 3.479 0.290 -2.797
*
```